# 1
23
Properties=species:S:1:pos:R:3 method="wB97M-V/def2-TZVPD" lumo_ha=0.032 gap_ev=9.734 spin_multiplicity=1 e_tot_ev=-12382.377 relative_energy_kcal_mol=13.1 max_force_ha_per_bohr=0.0392 charge=0
C -1.91 -1.40 -0.48
N -1.32 -0.40 0.41
C -2.18 0.74 0.71
C -0.37 -0.88 1.33
N 0.06 0.03 2.24
O 0.03 -2.04 1.36
H -2.74 -1.89 0.02
H -2.27 -0.90 -1.38
H -1.17 -2.15 -0.77
H -1.69 1.47 1.35
H -3.07 0.38 1.23
H -2.47 1.22 -0.23
H 0.81 -0.35 2.80
H 0.32 0.92 1.83
C 2.36 -0.31 -1.07
N 1.43 0.72 -0.60
N 1.67 1.98 -1.25
H 2.20 -1.23 -0.50
H 2.21 -0.52 -2.13
H 3.40 -0.01 -0.91
H 0.42 0.40 -0.67
H 1.65 1.89 -2.27
H 2.60 2.34 -1.02


# 2
42
Properties=species:S:1:pos:R:3 method="wB97M-V/def2-TZVPD" lumo_ha=-0.012 gap_ev=5.613 spin_multiplicity=1 e_tot_ev=-33468.620 max_force_ha_per_bohr=0.0609 charge=0
C 6.59 0.36 -2.17
C 5.73 -0.73 -2.25
C 4.37 -0.83 -1.42
P 2.98 -0.17 -2.63
S 2.50 1.41 -1.19
H 6.39 1.30 -1.57
H 7.56 0.31 -2.74
H 5.95 -1.59 -2.96
H 4.41 -0.26 -0.45
H 4.13 -1.93 -1.25
H 1.98 -1.09 -2.06
H 2.02 0.34 -3.61
H 4.01 0.71 -3.20
H 3.44 -1.20 -3.58
H 3.39 2.44 -1.48
C -4.30 -0.82 3.32
C -2.89 -0.27 3.50
C -2.36 0.62 2.37
N -2.04 -0.07 1.04
C -1.74 -1.55 1.21
C -3.15 0.09 -0.01
C -2.74 1.23 -0.91
C -1.22 1.17 -0.94
C -0.80 0.62 0.40
H -4.46 -1.28 2.35
H -4.51 -1.56 4.09
H -5.04 -0.02 3.43
H -2.20 -1.09 3.69
H -2.89 0.32 4.42
H -1.42 1.03 2.74
H -3.03 1.46 2.16
H -2.61 -2.03 1.67
H -0.86 -1.64 1.85
H -1.56 -1.98 0.23
H -3.19 -0.83 -0.60
H -4.10 0.24 0.49
H -3.08 2.19 -0.51
H -3.15 1.13 -1.91
H -0.78 2.15 -1.12
H -0.87 0.52 -1.74
H -0.47 1.42 1.06
H 0.00 -0.12 0.31


# 3
21
Properties=species:S:1:pos:R:3 method="wB97M-V/def2-TZVPD" lumo_ha="0.019 / -0.067" gap_ev="5.614 / 7.936" s_squared=2.010 spin_multiplicity=3 e_tot_ev=-15058.158 relative_energy_kcal_mol=0.0 max_force_ha_per_bohr=0.1187 charge=0
C 2.37 1.10 -1.46
C 1.15 1.29 -2.16
C 2.38 0.45 -0.30
C -0.06 1.17 -1.55
C 1.10 0.09 0.32
C -2.35 -1.43 1.90
C -1.44 -0.99 1.04
C -0.36 -1.93 0.60
C -1.31 0.56 0.41
N -0.07 0.73 -0.29
O -0.53 -3.12 0.55
O 0.81 -1.39 0.24
H 3.36 1.31 -1.79
H 1.21 1.57 -3.21
H 3.28 0.24 0.11
H -1.10 1.26 -1.82
H 0.91 0.36 1.47
H -3.24 -0.76 2.13
H -2.43 -2.39 2.38
H -2.23 0.74 -0.04
H -1.44 1.13 1.46


# 4
48
Properties=species:S:1:pos:R:3 method="wB97M-V/def2-TZVPD" lumo_ha="-0.082 / -0.167" gap_ev="7.839 / 7.002" s_squared=8.768 spin_multiplicity=6 e_tot_ev=-47508.563 relative_energy_kcal_mol=4.6 max_force_ha_per_bohr=0.0279 charge=+1
Ru 0.37 -0.42 -0.27
C -0.64 -1.00 2.35
C 0.73 -0.68 2.18
C 0.82 0.66 1.74
C -0.50 1.15 1.59
C -1.39 0.13 1.99
H -1.02 -1.93 2.74
H 1.56 -1.31 2.49
H 1.72 1.27 1.74
H -0.78 2.17 1.36
H -2.46 0.22 2.04
N -2.60 1.14 -3.93
C -1.49 1.01 -3.20
N -0.31 0.95 -3.79
S -1.64 0.92 -1.52
H -2.60 1.35 -4.91
H -3.49 1.21 -3.44
H -0.19 1.02 -4.79
H 0.52 0.90 -3.21
C 2.97 -2.49 -0.18
Si 3.65 -0.76 -0.66
C 4.36 0.14 0.86
C 5.06 -0.97 -1.93
C 2.17 0.10 -1.50
H 3.55 -2.94 0.62
H 3.00 -3.17 -1.03
H 1.92 -2.42 0.16
H 5.39 -0.18 1.00
H 3.82 -0.07 1.77
H 4.39 1.22 0.72
H 5.88 -1.50 -1.48
H 5.43 -0.01 -2.28
H 4.74 -1.54 -2.81
H 2.01 -0.36 -2.49
H 2.30 1.18 -1.60
C -1.25 -2.57 -2.66
P -1.06 -2.40 -0.83
C -2.82 -2.50 -0.32
C -0.46 -4.07 -0.40
H -1.68 -3.54 -2.90
H -0.28 -2.47 -3.14
H -1.91 -1.79 -3.04
H -3.30 -3.35 -0.82
H -3.34 -1.58 -0.60
H -2.89 -2.63 0.76
H -1.11 -4.83 -0.83
H -0.45 -4.18 0.69
H 0.55 -4.21 -0.78


# 5
12
Properties=species:S:1:pos:R:3 method="wB97M-V/def2-TZVPD" lumo_ha=0.023 gap_ev=10.817 spin_multiplicity=1 e_tot_ev=-9812.863 relative_energy_kcal_mol=33.5 max_force_ha_per_bohr=0.0135 charge=0
O 1.41 -1.89 -1.22
C 1.47 -0.75 -0.83
C 0.25 0.07 -0.47
C -0.96 -0.60 0.14
N -1.56 0.55 0.86
C -0.59 1.33 1.07
O 0.62 1.05 0.52
H 2.44 -0.23 -0.68
H -0.16 0.65 -1.31
H -1.61 -1.03 -0.62
H -0.71 -1.37 0.88
H -0.60 2.24 1.67


# 6
16
Properties=species:S:1:pos:R:3 method="wB97M-V/def2-TZVPD" lumo_ha=0.003 gap_ev=8.278 spin_multiplicity=1 e_tot_ev=-8761.024 relative_energy_kcal_mol=80.7 max_force_ha_per_bohr=0.0093 charge=0
C 1.23 0.92 0.69
N 0.44 0.55 -0.49
C -1.06 0.86 -0.26
N -1.57 -0.26 0.24
C 0.52 -0.67 -1.00
C 0.74 -1.81 -0.19
N -1.40 2.05 -0.55
H -0.45 -1.45 0.21
H -2.48 -0.15 0.67
H -2.39 2.19 -0.35
H -0.02 -0.81 -1.93
H 2.28 0.65 0.53
H 1.16 2.00 0.80
H 0.86 0.44 1.60
H 0.76 -2.78 -0.68
H 1.37 -1.73 0.69


# 7
9
Properties=species:S:1:pos:R:3 method="wB97M-V/def2-TZVPD" lumo_ha="-0.045 / -0.044" gap_ev="4.557 / 7.642" s_squared=0.751 spin_multiplicity=2 e_tot_ev=-53920.221 relative_energy_kcal_mol=63.3 max_force_ha_per_bohr=0.1076 charge=0
O -0.40 -1.23 -0.07
C 0.63 -0.72 0.53
C -1.52 -0.11 -0.02
O 1.67 -1.30 0.81
O 0.62 0.61 0.35
C -0.75 1.06 0.23
Cu 2.78 -0.02 -0.55
H -2.22 -0.23 -0.86
H -0.81 1.94 -0.42


# 8
95
Properties=species:S:1:pos:R:3 method="wB97M-V/def2-TZVPD" lumo_ha=0.077 gap_ev=6.000 spin_multiplicity=1 e_tot_ev=-108324.074 max_force_ha_per_bohr=0.0205 charge=-1
K -2.43 -1.89 -1.60
C 0.03 5.12 -1.82
C -0.09 3.94 -0.86
C 0.82 2.81 -1.34
C 0.38 4.37 0.54
C -1.55 3.49 -0.78
C -2.53 4.41 -0.35
C -3.86 4.08 -0.26
C -4.25 2.78 -0.59
S -5.81 2.03 -0.60
C -5.08 0.53 -1.14
N -3.79 0.58 -1.30
C -3.30 1.84 -1.00
C -1.95 2.20 -1.10
C -5.92 -0.66 -1.43
C -7.31 -0.52 -1.37
C -8.11 -1.60 -1.72
C -7.49 -2.79 -2.10
C -6.11 -2.89 -2.12
C -5.24 -1.84 -1.77
H 1.08 5.43 -1.91
H -0.55 5.98 -1.48
H -0.33 4.85 -2.81
H 1.85 3.16 -1.35
H 0.58 2.48 -2.35
H 0.74 1.94 -0.70
H 1.43 4.65 0.52
H 0.25 3.55 1.25
H -0.19 5.22 0.91
H -2.23 5.42 -0.10
H -4.59 4.81 0.06
H -1.24 1.45 -1.43
H -7.79 0.41 -1.09
H -9.19 -1.52 -1.69
H -8.11 -3.64 -2.38
H -5.69 -3.86 -2.42
O -1.34 -3.29 -3.44
S 0.06 -3.16 -3.07
O 0.77 -4.39 -2.85
N 0.21 -2.13 -1.85
C 0.74 -0.95 -2.24
O 0.86 0.04 -1.52
C 1.19 -0.97 -3.69
C 1.83 0.02 -4.40
C 2.16 -0.23 -5.73
C 1.84 -1.46 -6.32
C 1.19 -2.45 -5.60
C 0.88 -2.17 -4.29
H 2.07 0.97 -3.93
H 2.67 0.52 -6.32
H 2.11 -1.63 -7.36
H 0.94 -3.40 -6.05
C 1.56 2.03 4.39
C 1.41 0.51 4.36
C 2.25 -0.09 5.49
C -0.06 0.19 4.63
C 1.84 -0.06 2.96
O 1.18 0.66 1.93
C 3.37 0.02 2.76
C 3.86 -0.11 1.30
C 4.14 -1.51 0.82
C 5.22 -2.24 1.32
C 5.46 -3.54 0.90
C 4.61 -4.12 -0.03
Cl 4.92 -5.75 -0.55
C 3.53 -3.42 -0.55
C 3.31 -2.12 -0.12
C 1.44 -1.53 2.74
N 0.08 -1.81 2.37
C -0.58 -1.47 1.26
N -1.78 -2.00 1.27
C -1.82 -2.66 2.45
N -0.71 -2.59 3.15
H 1.34 2.39 5.40
H 0.84 2.52 3.73
H 2.56 2.38 4.14
H 1.84 0.21 6.45
H 3.29 0.25 5.45
H 2.26 -1.18 5.47
H -0.39 0.73 5.52
H -0.23 -0.87 4.81
H -0.70 0.49 3.79
H 1.51 1.56 1.91
H 3.85 -0.74 3.38
H 3.73 0.98 3.16
H 4.77 0.48 1.19
H 3.12 0.34 0.63
H 5.88 -1.79 2.06
H 6.30 -4.11 1.29
H 2.86 -3.89 -1.27
H 2.46 -1.58 -0.51
H 1.62 -2.10 3.65
H 2.07 -1.96 1.97
H -0.13 -0.88 0.48
H -2.68 -3.21 2.79


# 9
49
Properties=species:S:1:pos:R:3 method="wB97M-V/def2-TZVPD" lumo_ha=0.020 gap_ev=9.165 spin_multiplicity=1 e_tot_ev=-40514.858 relative_energy_kcal_mol=10.2 max_force_ha_per_bohr=0.0100 charge=0
C -2.78 -1.13 -1.40
C -3.27 -0.78 0.01
C -3.03 -1.97 0.95
C -4.76 -0.43 0.00
C -2.50 0.42 0.57
O -1.98 0.43 1.66
N -2.51 1.50 -0.28
C -2.06 2.79 -0.08
S -2.82 4.01 -0.89
N -1.08 3.06 0.80
N -0.08 2.17 1.17
C 0.71 1.61 0.19
O 0.66 1.97 -0.96
C 1.66 0.55 0.74
C 3.08 0.89 0.35
C 3.99 -0.08 -0.05
C 5.29 0.26 -0.38
C 5.70 1.58 -0.31
C 4.81 2.56 0.10
C 3.51 2.21 0.43
C 1.20 -0.79 0.21
C 0.85 -1.81 1.08
C 0.46 -3.04 0.59
C 0.41 -3.26 -0.77
C 0.74 -2.24 -1.65
C 1.14 -1.01 -1.16
H -1.70 -1.24 -1.41
H -3.06 -0.38 -2.13
H -3.22 -2.07 -1.71
H -3.62 -2.83 0.62
H -3.31 -1.72 1.96
H -1.98 -2.25 0.94
H -4.98 0.40 -0.65
H -5.33 -1.29 -0.34
H -5.10 -0.18 1.01
H -3.10 1.43 -1.09
H -0.80 4.04 0.80
H -0.34 1.58 1.97
H 1.59 0.55 1.83
H 3.67 -1.11 -0.11
H 5.98 -0.51 -0.69
H 6.71 1.85 -0.57
H 5.12 3.59 0.16
H 2.82 2.98 0.76
H 0.89 -1.64 2.15
H 0.20 -3.84 1.28
H 0.10 -4.23 -1.16
H 0.70 -2.41 -2.71
H 1.40 -0.21 -1.84


# 10
85
Properties=species:S:1:pos:R:3 method="wB97M-V/def2-TZVPD" lumo_ha="0.092 / 0.080" gap_ev="5.861 / 7.346" s_squared=6.042 spin_multiplicity=5 e_tot_ev=-159751.201 relative_energy_kcal_mol=5.4 max_force_ha_per_bohr=0.0121 charge=-1
Cr -0.83 -0.23 -0.06
C 0.44 -0.15 -4.29
O -0.88 -0.02 -4.80
C -1.91 -0.62 -4.14
C -2.93 -1.10 -4.93
C -4.08 -1.68 -4.40
C -4.19 -1.78 -3.03
C -3.18 -1.29 -2.19
C -3.45 -1.34 -0.78
N -2.71 -0.84 0.14
N -3.18 -0.96 1.45
C -2.21 -0.63 2.27
O -1.03 -0.28 1.90
C -2.49 -0.66 3.73
C -3.78 -0.88 4.22
C -4.01 -0.90 5.58
C -2.96 -0.69 6.47
C -1.68 -0.47 5.98
C -1.44 -0.46 4.62
C -2.00 -0.71 -2.72
O -1.05 -0.21 -1.98
H 1.10 0.11 -5.12
H 0.65 -1.18 -3.99
H 0.62 0.50 -3.45
H -2.81 -1.00 -6.00
H -4.86 -2.04 -5.05
H -5.08 -2.21 -2.58
H -4.38 -1.80 -0.45
H -4.58 -1.04 3.51
H -5.01 -1.07 5.96
H -3.14 -0.71 7.54
H -0.85 -0.31 6.67
H -0.45 -0.27 4.22
O 1.29 -0.08 -0.25
C 1.98 -1.34 -0.34
C 0.93 -2.49 -0.26
O 1.30 -3.65 -0.34
O -0.28 -2.11 -0.09
C 2.74 -1.36 -1.67
C 3.33 -2.52 -2.15
C 4.07 -2.50 -3.32
C 4.25 -1.32 -4.03
C 3.68 -0.15 -3.55
C 2.93 -0.17 -2.38
C 3.02 -1.43 0.78
C 3.00 -2.41 1.76
C 3.99 -2.44 2.74
C 5.02 -1.51 2.74
C 5.05 -0.53 1.75
C 4.06 -0.50 0.78
H 1.39 0.39 0.67
H 3.19 -3.44 -1.60
H 4.52 -3.42 -3.68
H 4.83 -1.31 -4.94
H 3.81 0.78 -4.08
H 2.47 0.74 -2.01
H 2.22 -3.15 1.76
H 3.95 -3.20 3.51
H 5.79 -1.54 3.50
H 5.84 0.21 1.74
H 4.09 0.27 0.01
Br -3.54 4.62 -4.84
C -2.74 3.77 -3.33
C -1.51 4.20 -2.89
C -0.92 3.57 -1.80
C -1.56 2.52 -1.14
C -2.83 2.13 -1.60
C -3.41 2.74 -2.69
N -0.96 1.87 -0.05
C -0.46 2.70 0.88
C 0.43 2.43 1.93
C 0.50 3.36 3.01
C 1.24 3.06 4.12
C 1.93 1.83 4.18
C 1.89 1.02 3.06
N 1.21 1.31 1.95
H -0.99 5.00 -3.40
H 0.06 3.87 -1.47
H -3.35 1.34 -1.09
H -4.38 2.42 -3.05
H -0.85 3.72 0.87
H -0.07 4.27 2.95
H 1.27 3.75 4.96
H 2.50 1.54 5.05
H 2.44 0.09 3.05


# 11
91
Properties=species:S:1:pos:R:3 method="wB97M-V/def2-TZVPD" lumo_ha=-0.143 gap_ev=6.580 spin_multiplicity=1 e_tot_ev=-91075.337 relative_energy_kcal_mol=3.4 max_force_ha_per_bohr=0.0839 charge=+1
Zr -24.69 15.34 -20.54
C -23.82 11.88 -19.43
C -23.56 12.49 -18.04
C -22.10 12.07 -17.79
C -21.49 12.68 -16.54
C -21.68 14.20 -16.59
C -23.12 14.65 -16.88
N -23.58 13.94 -18.07
O -24.78 14.48 -18.60
C -22.96 16.15 -17.10
C -24.02 14.52 -15.65
C -24.54 11.78 -17.08
H -23.48 10.85 -19.50
H -23.26 12.45 -20.18
H -24.87 11.97 -19.74
H -21.49 12.42 -18.63
H -22.04 10.99 -17.71
H -20.43 12.43 -16.47
H -22.04 12.35 -15.65
H -20.98 14.55 -17.36
H -21.35 14.72 -15.69
H -23.88 16.72 -16.93
H -22.65 16.35 -18.12
H -22.30 16.65 -16.39
H -23.57 15.07 -14.82
H -24.10 13.50 -15.27
H -25.02 14.90 -15.81
H -24.03 11.48 -16.16
H -24.98 10.89 -17.52
H -25.36 12.44 -16.83
C -24.37 15.41 -24.54
C -24.36 16.91 -24.29
C -24.82 17.56 -25.61
C -25.11 19.05 -25.51
C -26.15 19.29 -24.39
C -25.75 18.63 -23.07
N -25.32 17.27 -23.26
O -25.21 16.54 -22.14
C -27.05 18.64 -22.25
C -24.74 19.54 -22.33
C -22.94 17.38 -23.97
H -25.41 15.09 -24.63
H -23.86 14.88 -23.73
H -23.75 15.15 -25.40
H -25.70 17.02 -25.98
H -24.01 17.39 -26.32
H -25.50 19.53 -26.41
H -24.20 19.57 -25.18
H -27.08 18.86 -24.78
H -26.21 20.37 -24.27
H -27.81 18.02 -22.72
H -27.39 19.67 -22.11
H -26.88 18.31 -21.22
H -24.04 20.08 -22.97
H -24.15 18.98 -21.59
H -25.29 20.28 -21.76
H -22.88 18.46 -24.03
H -22.21 17.01 -24.70
H -22.56 17.03 -23.01
C -20.64 15.15 -21.58
C -22.06 15.17 -21.22
O -22.63 16.16 -20.63
O -22.90 14.23 -21.48
H -20.38 15.90 -22.32
H -20.35 14.20 -22.03
H -20.06 15.26 -20.66
C -17.11 13.71 -19.93
Cl -17.52 14.48 -21.46
Cl -16.17 14.74 -18.87
Cl -16.21 12.22 -20.22
H -18.03 13.38 -19.47
C -25.47 20.50 -18.81
C -24.11 20.37 -18.10
O -23.82 18.97 -18.31
C -24.81 18.36 -18.91
O -24.82 17.19 -19.22
O -25.81 19.18 -19.22
H -25.43 21.17 -19.67
H -26.23 20.98 -18.18
H -24.17 20.67 -17.06
H -23.38 20.96 -18.64
C -19.81 10.50 -21.88
C -20.62 9.28 -21.47
O -20.43 9.24 -20.05
C -19.36 9.98 -19.73
O -18.90 10.14 -18.67
O -18.85 10.59 -20.84
H -20.47 11.37 -21.86
H -19.37 10.42 -22.87
H -20.17 8.34 -21.81
H -21.67 9.34 -21.74